(A)
# C9H14

A 2-piece molecular cluster, C9H14 overall (ωB97M-V with the def2-TZVPD basis set, the Open Molecules 2025 dataset).

Bonds (Å) are listed after each position.
Cartesian coordinates (Å):
1 C 2.88 -1.09 0.96  C2 1.497, H8 1.099, H9 1.107, H10 1.092
2 C 1.90 0.00 0.64  C1 1.497, C3 1.395, C7 1.383
3 C 2.37 1.19 0.08  C2 1.395, C4 1.379, H11 1.089
4 C 1.49 2.24 -0.06  C3 1.379, C5 1.370, H12 1.088
5 C 0.19 2.07 0.35  C4 1.370, C6 1.384, H13 1.127
6 C -0.27 0.99 1.09  C5 1.384, C7 1.430, H14 1.084
7 C 0.63 -0.12 1.17  C2 1.383, C6 1.430, H15 1.087
8 H 2.92 -1.88 0.21  C1 1.099
9 H 2.56 -1.61 1.88  C1 1.107
10 H 3.91 -0.75 1.07  C1 1.092
11 H 3.39 1.19 -0.32  C3 1.089
12 H 1.82 3.17 -0.51  C4 1.088
13 H -0.68 2.77 0.28  C5 1.127
14 H -1.24 0.90 1.56  C6 1.084
15 H 0.37 -1.04 1.68  C7 1.087
16 C -2.63 -1.43 -1.88  C17 1.517, H18 1.090, H19 1.101, H20 1.116
17 C -2.97 -0.63 -0.63  C16 1.517, H21 1.096, H22 1.089, H23 1.097
18 H -3.39 -1.34 -2.65  C16 1.090
19 H -1.78 -1.08 -2.48  C16 1.101
20 H -2.33 -2.47 -1.58  C16 1.116
21 H -2.18 0.11 -0.47  C17 1.096
22 H -3.92 -0.11 -0.75  C17 1.089
23 H -3.03 -1.09 0.36  C17 1.097

As for the net charge: 0. For the gap between HOMO and LUMO, the calculation gives 9.99 eV. As for the LUMO energy: 1.0 eV.

These are the Löwdin partial charges, in e, on atoms 1 to 6: atom 1 (C): -0.070, atom 2 (C): -0.298, atom 3 (C): -0.053, atom 4 (C): -0.097, atom 5 (C): -0.126, atom 6 (C): -0.094

=====

(B)
# C9H14

A 2-piece molecular cluster, C9H14 overall (ωB97M-V with the def2-TZVPD basis set, the Open Molecules 2025 dataset).

Bonds (Å) are listed after each position.
Cartesian coordinates (Å):
1 C 2.18 3.33 -0.19  C2 1.516, H8 1.110, H9 0.997, H10 1.180
2 C 1.05 2.34 0.05  C1 1.516, C3 1.376, C7 1.391
3 C 0.09 2.65 0.98  C2 1.376, C4 1.390, H11 1.179
4 C -0.97 1.77 1.19  C3 1.390, C5 1.426, H12 1.061
5 C -1.03 0.53 0.49  C4 1.426, C6 1.444, H13 1.096
6 C 0.13 0.18 -0.30  C5 1.444, C7 1.370, H14 1.096
7 C 1.13 1.08 -0.53  C2 1.391, C6 1.370, H15 1.115
8 H 1.73 4.34 -0.08  C1 1.110
9 H 2.62 3.37 -1.09  C1 0.997
10 H 2.94 3.24 0.70  C1 1.180
11 H 0.14 3.73 1.44  C3 1.179
12 H -1.68 2.08 1.92  C4 1.061
13 H -1.84 -0.19 0.58  C5 1.096
14 H 0.31 -0.82 -0.71  C6 1.096
15 H 2.09 0.88 -1.06  C7 1.115
16 C -1.48 -2.95 -0.06  C17 1.537, H18 1.111, H19 1.099, H20 1.040
17 C -0.75 -4.12 -0.73  C16 1.537, H21 1.080, H22 1.150, H23 1.093
18 H -2.42 -3.41 0.31  C16 1.111
19 H -0.96 -2.52 0.80  C16 1.099
20 H -1.63 -2.24 -0.81  C16 1.040
21 H -0.08 -4.76 -0.16  C17 1.080
22 H -1.46 -4.85 -1.26  C17 1.150
23 H -0.12 -3.67 -1.50  C17 1.093

As for the net charge: 0. For the gap between HOMO and LUMO, the calculation gives 9.88 eV. As for the LUMO energy: 1.0 eV.

These are the Löwdin partial charges, in e, on atoms 1 to 6: atom 1 (C): -0.057, atom 2 (C): -0.313, atom 3 (C): -0.080, atom 4 (C): -0.086, atom 5 (C): -0.057, atom 6 (C): -0.091

=====

(C)
# C9H14

A 2-piece molecular cluster, C9H14 overall (ωB97M-V with the def2-TZVPD basis set, the Open Molecules 2025 dataset).

Bonds (Å) are listed after each position.
Cartesian coordinates (Å):
1 C -1.14 -2.31 -0.55  C2 1.453, H8 1.113, H9 1.183, H10 1.141
2 C -0.48 -1.37 0.33  C1 1.453, C3 1.361, C7 1.442
3 C 0.43 -0.47 -0.12  C2 1.361, C4 1.477, H11 1.121
4 C 1.18 0.34 0.86  C3 1.477, C5 1.415, H12 1.144
5 C 1.02 0.08 2.24  C4 1.415, C6 1.488, H13 1.076
6 C 0.07 -0.97 2.72  C5 1.488, C7 1.403, H14 1.049
7 C -0.72 -1.57 1.74  C2 1.442, C6 1.403, H15 1.057
8 H -2.23 -2.47 -0.36  C1 1.113
9 H -0.75 -3.40 -0.33  C1 1.183
10 H -1.04 -2.20 -1.68  C1 1.141
11 H 0.70 -0.36 -1.21  C3 1.121
12 H 1.93 1.11 0.46  C4 1.144
13 H 1.72 0.60 2.87  C5 1.076
14 H 0.02 -1.22 3.74  C6 1.049
15 H -1.46 -2.13 2.25  C7 1.057
16 C 0.28 2.60 -2.06  C17 1.527, H18 1.168, H19 1.145, H20 1.166
17 C -0.42 2.71 -3.41  C16 1.527, H21 1.217, H22 1.129, H23 1.062
18 H 0.97 3.46 -1.69  C16 1.168
19 H -0.56 2.28 -1.35  C16 1.145
20 H 0.97 1.66 -2.09  C16 1.166
21 H 0.32 2.34 -4.31  C17 1.217
22 H -0.55 3.83 -3.52  C17 1.129
23 H -1.35 2.21 -3.33  C17 1.062

As for the net charge: 0. For the gap between HOMO and LUMO, the calculation gives 9.80 eV. As for the LUMO energy: 1.0 eV.

These are the Löwdin partial charges, in e, on atoms 1 to 6: atom 1 (C): -0.103, atom 2 (C): -0.337, atom 3 (C): -0.065, atom 4 (C): -0.078, atom 5 (C): -0.080, atom 6 (C): -0.050

=====

(D)
# C9H14

A 2-piece molecular cluster, C9H14 overall (ωB97M-V with the def2-TZVPD basis set, the Open Molecules 2025 dataset).

Bonds (Å) are listed after each position.
Cartesian coordinates (Å):
1 C -1.02 -0.78 -2.80  C2 1.506, H8 1.089, H9 1.086, H10 1.088
2 C -0.19 -0.77 -1.55  C1 1.506, C3 1.405, C7 1.389
3 C 0.67 0.33 -1.38  C2 1.405, C4 1.384, H11 1.080
4 C 1.55 0.34 -0.30  C3 1.384, C5 1.399, H12 1.078
5 C 1.62 -0.74 0.58  C4 1.399, C6 1.378, H13 1.083
6 C 0.87 -1.87 0.32  C5 1.378, C7 1.392, H14 1.082
7 C 0.02 -1.90 -0.78  C2 1.389, C6 1.392, H15 1.084
8 H -0.53 -0.39 -3.69  C1 1.089
9 H -1.88 -0.13 -2.65  C1 1.086
10 H -1.40 -1.78 -3.02  C1 1.088
11 H 0.84 1.02 -2.19  C3 1.080
12 H 2.31 1.10 -0.19  C4 1.078
13 H 2.45 -0.69 1.27  C5 1.083
14 H 1.00 -2.79 0.88  C6 1.082
15 H -0.58 -2.77 -1.02  C7 1.084
16 C -1.23 1.63 1.52  C17 1.523, H18 1.089, H19 1.085, H20 1.066
17 C -0.20 1.36 2.61  C16 1.523, H21 1.081, H22 1.089, H23 1.085
18 H -2.19 2.02 1.84  C16 1.089
19 H -0.80 2.23 0.72  C16 1.085
20 H -1.50 0.72 1.04  C16 1.066
21 H -0.64 1.43 3.60  C17 1.081
22 H 0.61 2.08 2.65  C17 1.089
23 H 0.23 0.37 2.52  C17 1.085

As for the net charge: 0. For the gap between HOMO and LUMO, the calculation gives 10.04 eV. As for the LUMO energy: 1.0 eV.

These are the Löwdin partial charges, in e, on atoms 1 to 6: atom 1 (C): -0.056, atom 2 (C): -0.278, atom 3 (C): -0.058, atom 4 (C): -0.096, atom 5 (C): -0.118, atom 6 (C): -0.087

=====

Bottom line: (D), by a margin of 0.439 eV.

=====

(A)
# C9H14

A 2-piece molecular cluster, C9H14 overall (ωB97M-V with the def2-TZVPD basis set, the Open Molecules 2025 dataset).

Bonds (Å) are listed after each position.
Cartesian coordinates (Å):
1 C 1.00 0.54 0.87  C2 1.586, H8 1.128, H9 1.093, H10 1.080
2 C 0.48 0.88 -0.59  C1 1.586, C3 1.411, C7 1.392
3 C -0.78 0.40 -1.01  C2 1.411, C4 1.395, H11 1.092
4 C -1.34 0.94 -2.17  C3 1.395, C5 1.386, H12 1.093
5 C -0.67 1.88 -2.92  C4 1.386, C6 1.379, H13 1.103
6 C 0.57 2.33 -2.53  C5 1.379, C7 1.393, H14 1.105
7 C 1.08 1.92 -1.30  C2 1.392, C6 1.393, H15 1.100
8 H 1.63 1.37 1.28  C1 1.128
9 H 1.53 -0.37 0.56  C1 1.093
10 H 0.16 0.45 1.54  C1 1.080
11 H -1.33 -0.39 -0.51  C3 1.092
12 H -2.29 0.48 -2.49  C4 1.093
13 H -1.21 2.11 -3.86  C5 1.103
14 H 1.11 3.04 -3.18  C6 1.105
15 H 1.92 2.48 -0.86  C7 1.100
16 C 0.47 -2.63 2.06  C17 1.564, H18 1.089, H19 1.090, H20 1.099
17 C -0.95 -2.01 2.25  C16 1.564, H21 1.074, H22 1.106, H23 1.100
18 H 1.18 -1.88 2.40  C16 1.089
19 H 0.51 -3.59 2.57  C16 1.090
20 H 0.75 -2.69 1.00  C16 1.099
21 H -1.01 -1.53 3.21  C17 1.074
22 H -1.91 -2.55 2.14  C17 1.106
23 H -0.92 -1.18 1.54  C17 1.100

As for the net charge: 0. For the gap between HOMO and LUMO, the calculation gives 10.14 eV. As for the LUMO energy: 1.0 eV.

These are the Löwdin partial charges, in e, on atoms 1 to 6: atom 1 (C): -0.041, atom 2 (C): -0.244, atom 3 (C): -0.055, atom 4 (C): -0.104, atom 5 (C): -0.115, atom 6 (C): -0.098

=====

(B)
# C9H14

A 2-piece molecular cluster, C9H14 overall (ωB97M-V with the def2-TZVPD basis set, the Open Molecules 2025 dataset).

Bonds (Å) are listed after each position.
Cartesian coordinates (Å):
1 C -1.05 3.66 0.82  C2 1.503, H8 1.096, H9 1.093, H10 1.086
2 C -0.53 2.43 0.13  C1 1.503, C3 1.394, C7 1.393
3 C -0.79 2.26 -1.23  C2 1.394, C4 1.386, H11 1.087
4 C -0.51 1.06 -1.87  C3 1.386, C5 1.389, H12 1.080
5 C -0.13 -0.04 -1.12  C4 1.389, C6 1.382, H13 1.081
6 C 0.22 0.14 0.21  C5 1.382, C7 1.395, H14 1.079
7 C 0.01 1.36 0.85  C2 1.393, C6 1.395, H15 1.079
8 H -0.89 3.63 1.90  C1 1.096
9 H -2.14 3.68 0.76  C1 1.093
10 H -0.66 4.59 0.42  C1 1.086
11 H -1.11 3.12 -1.82  C3 1.087
12 H -0.68 0.95 -2.93  C4 1.080
13 H -0.20 -1.05 -1.50  C5 1.081
14 H 0.61 -0.65 0.83  C6 1.079
15 H 0.44 1.58 1.81  C7 1.079
16 C 0.79 -4.19 1.45  C17 1.536, H18 1.087, H19 1.093, H20 1.100
17 C 1.47 -4.83 0.23  C16 1.536, H21 1.084, H22 1.088, H23 1.089
18 H 0.43 -4.90 2.19  C16 1.087
19 H 1.40 -3.43 1.93  C16 1.093
20 H -0.11 -3.66 1.11  C16 1.100
21 H 1.97 -4.07 -0.37  C17 1.084
22 H 0.71 -5.35 -0.34  C17 1.088
23 H 2.20 -5.56 0.56  C17 1.089

As for the net charge: 0. For the gap between HOMO and LUMO, the calculation gives 9.99 eV. As for the LUMO energy: 1.0 eV.

These are the Löwdin partial charges, in e, on atoms 1 to 6: atom 1 (C): -0.061, atom 2 (C): -0.287, atom 3 (C): -0.059, atom 4 (C): -0.089, atom 5 (C): -0.101, atom 6 (C): -0.091

=====

Bottom line: (B), by a margin of 0.687 eV.

=====

(A)
# C9H14

One molecule with the formula C9H14 (ωB97M-V with the def2-TZVPD basis set, the Open Molecules 2025 dataset).

Bonds (Å) are listed after each position.
Cartesian coordinates (Å):
1 C -2.37 -0.75 0.65  C2 1.302, C3 1.370
2 C -2.59 -1.84 1.34  C1 1.302
3 C -1.99 0.28 -0.16  C1 1.370, C4 1.455, C7 1.860
4 C -2.74 0.98 -1.19  C3 1.455, H10 1.083, H11 1.135, H12 1.168
5 C 2.12 -0.62 1.97  C8 1.560, H13 1.174, H14 1.110, H15 1.065
6 C 0.72 -0.50 -1.66  C9 1.494, H16 1.085, H17 1.079, H18 1.144
7 C -0.28 0.93 0.19  C3 1.860, C9 1.563, H19 1.091, H20 1.136
8 C 2.02 0.02 0.55  C5 1.560, C9 1.552, H21 1.069, H22 1.094
9 C 0.69 -0.24 -0.19  C6 1.494, C7 1.563, C8 1.552, H23 1.158
10 H -2.06 1.68 -1.66  C4 1.083
11 H -3.67 1.40 -0.71  C4 1.135
12 H -3.09 0.16 -1.95  C4 1.168
13 H 0.98 -0.73 2.22  C5 1.174
14 H 2.64 -0.08 2.79  C5 1.110
15 H 2.54 -1.60 1.92  C5 1.065
16 H 1.21 0.34 -2.15  C6 1.085
17 H -0.33 -0.44 -1.90  C6 1.079
18 H 1.29 -1.41 -2.04  C6 1.144
19 H -0.32 0.94 1.28  C7 1.091
20 H -0.09 1.93 -0.31  C7 1.136
21 H 2.72 -0.31 -0.18  C8 1.069
22 H 2.25 1.06 0.83  C8 1.094
23 H 0.32 -1.19 0.37  C9 1.158

As for the net charge: 0. For the gap between HOMO and LUMO, the calculation gives 8.13 eV. As for the LUMO energy: -1.1 eV.

These are the Löwdin partial charges, in e, on atoms 1 to 6: atom 1 (C): -0.227, atom 2 (C): 0.074, atom 3 (C): -0.203, atom 4 (C): -0.085, atom 5 (C): -0.094, atom 6 (C): -0.078

=====

(B)
# C9H14

A 2-piece molecular cluster, C9H14 overall (ωB97M-V with the def2-TZVPD basis set, the Open Molecules 2025 dataset).

Bonds (Å) are listed after each position.
Cartesian coordinates (Å):
1 C 2.19 0.28 -0.48  C2 1.506, H8 1.081, H9 1.094, H10 1.101
2 C 0.86 0.96 -0.24  C1 1.506, C3 1.397, C7 1.382
3 C -0.28 0.48 -0.87  C2 1.397, C4 1.385, H11 1.084
4 C -1.53 0.85 -0.41  C3 1.385, C5 1.397, H12 1.081
5 C -1.60 1.83 0.58  C4 1.397, C6 1.395, H13 1.087
6 C -0.45 2.47 1.06  C5 1.395, C7 1.396, H14 1.082
7 C 0.80 2.03 0.64  C2 1.382, C6 1.396, H15 1.083
8 H 2.09 -0.77 -0.70  C1 1.081
9 H 2.79 0.29 0.43  C1 1.094
10 H 2.87 0.84 -1.14  C1 1.101
11 H -0.23 -0.26 -1.67  C3 1.084
12 H -2.45 0.36 -0.71  C4 1.081
13 H -2.53 1.99 1.12  C5 1.087
14 H -0.45 3.22 1.84  C6 1.082
15 H 1.76 2.31 1.06  C7 1.083
16 C -0.47 -4.09 0.03  C17 1.543, H18 1.086, H19 1.084, H20 1.093
17 C 0.11 -2.68 -0.21  C16 1.543, H21 1.094, H22 1.097, H23 1.076
18 H -1.43 -4.15 0.52  C16 1.086
19 H -0.62 -4.67 -0.88  C16 1.084
20 H 0.22 -4.67 0.65  C16 1.093
21 H -0.19 -2.43 -1.23  C17 1.094
22 H -0.53 -1.90 0.23  C17 1.097
23 H 1.12 -2.60 0.15  C17 1.076

As for the net charge: 0. For the gap between HOMO and LUMO, the calculation gives 9.91 eV. As for the LUMO energy: 1.0 eV.

These are the Löwdin partial charges, in e, on atoms 1 to 6: atom 1 (C): -0.054, atom 2 (C): -0.284, atom 3 (C): -0.080, atom 4 (C): -0.086, atom 5 (C): -0.102, atom 6 (C): -0.081

=====

Bottom line: (B), by a margin of 5.710 eV.